1.
The following is a DFT calculation (ωB97M-V/def2-TZVPD) of a 2-piece molecular cluster, C4H9N overall.

CARTESIAN COORDINATES (ANGSTROEM)
C -0.8758 1.3216 3.6607
N -0.8815 0.6062 4.7099
H -0.4261 2.3148 3.4855
H -1.6719 1.0709 2.9298
H -0.6214 -0.3898 4.5604
C 1.2685 0.0267 -2.7814
C 0.0489 -0.3075 -1.9317
C -0.2730 -1.5344 -1.5148
H 2.0648 0.2268 -2.0561
H 1.5456 -0.8103 -3.4120
H 1.0928 0.9679 -3.2874
H -0.3206 0.5797 -1.4082
H -1.0133 -1.7604 -0.7623
H 0.0631 -2.3124 -2.1924

Atoms 1-2, force components in eV/Å:
C -1.5 0.7 0.8
N 1.4 0.1 -2.1

gap between HOMO and LUMO (alpha / beta) = 4.297 / 2.537 eV
<S²> = 0.758
charge = +1
multiplicity = 2

Mulliken population analysis, charges in e, atoms 1 to 6: atom 1 (C): 0.018, atom 2 (N): -0.049, atom 3 (H): 0.320, atom 4 (H): 0.314, atom 5 (H): 0.396, atom 6 (C): -0.921


2.
The following is a DFT calculation (ωB97M-V/def2-TZVPD) of an isolated molecule of C6H6O.

CARTESIAN COORDINATES (ANGSTROEM)
C -1.7033 -2.0380 -0.3820
C -0.9706 -1.0793 -0.3731
C -0.1377 0.1339 -0.4160
C -0.7966 1.3034 0.1896
C -1.0622 2.2550 0.8748
C 1.1710 0.0785 0.4129
O 1.9981 -1.0017 0.0763
H -2.3591 -2.8812 -0.3914
H 0.1031 0.3336 -1.4698
H -1.2652 3.0933 1.5015
H 0.8806 0.0480 1.4688
H 1.6742 1.0393 0.2376
H 2.4632 -1.2548 0.8874

Atoms 1-2, force components in eV/Å:
C 0.6 0.7 0.0
C -0.5 -0.6 0.1

gap between HOMO and LUMO = 10.800 eV

Mulliken population analysis, charges in e, atoms 1 to 6: atom 1 (C): 0.142, atom 2 (C): -0.791, atom 3 (C): 0.422, atom 4 (C): -0.775, atom 5 (C): 0.080, atom 6 (C): -0.666


3.
The following is a DFT calculation (ωB97M-V/def2-TZVPD) of an isolated molecule of C2H5NO.

CARTESIAN COORDINATES (ANGSTROEM)
C 1.2298 0.0934 0.2697
C -1.2503 -0.1197 -0.1016
N -0.0885 0.6804 0.2307
O 1.2755 0.3546 -1.1675
H 1.8978 0.7400 0.9282
H 1.3994 -0.9806 0.2415
H -1.5160 0.0769 -1.0856
H -1.0440 -1.1506 0.1110
H -1.9038 0.3056 0.5735

Atoms 1-2, force components in eV/Å:
C 0.6 0.8 -1.7
C 3.2 -0.5 1.1

gap between HOMO and LUMO (alpha / beta) = 9.838 / 9.283 eV

Mulliken population analysis, charges in e, atoms 1 to 6: atom 1 (C): -0.054, atom 2 (C): -0.621, atom 3 (N): -0.269, atom 4 (O): -0.396, atom 5 (H): 0.229, atom 6 (H): 0.250


4.
The following is a DFT calculation (ωB97M-V/def2-TZVPD) of C5H5O5Yb as an isolated structure.

CARTESIAN COORDINATES (ANGSTROEM)
O 2.9490 -0.4623 0.6415
C 2.9900 -1.4801 0.0022
O 3.5210 -2.2457 -0.7022
O 0.1168 2.0615 2.1893
C -0.8951 2.4769 1.5332
C -1.3255 2.0855 0.3225
O -0.5842 1.0131 -0.2353
C -1.3324 -0.1556 -0.6078
C -0.3212 -1.2846 -0.7414
O 0.5110 -1.3446 0.3864
Yb 0.9240 0.4133 1.4537
H -2.0456 2.5794 -0.3260
H -1.8618 0.0291 -1.5539
H -2.0827 -0.3731 0.1688
H 0.3077 -1.0846 -1.6299
H -0.8711 -2.2282 -0.9010

Atoms 1-2, force components in eV/Å:
O 0.1 -1.9 -0.6
C 2.4 2.0 -0.4

gap between HOMO and LUMO (alpha / beta) = 6.514 / 6.540 eV
<S²> = 0.758
multiplicity = 2

Mulliken population analysis, charges in e, atoms 1 to 6: atom 1 (O): -0.516, atom 2 (C): 0.835, atom 3 (O): -0.324, atom 4 (O): -0.519, atom 5 (C): -0.052, atom 6 (C): -0.282


5.
The following is a DFT calculation (ωB97M-V/def2-TZVPD) of a 2-piece molecular cluster, C3H11N3 overall.

CARTESIAN COORDINATES (ANGSTROEM)
C 0.0156 -0.0082 0.0342
N -0.9568 0.0234 1.0428
C -2.2218 0.3990 0.6498
N -2.7524 1.7055 1.4909
C 3.3140 -1.5313 -1.3739
N 2.3284 -0.5377 -1.4861
H 0.8519 -0.5789 0.4074
H -0.3132 -0.2665 -0.9704
H 0.5172 0.9875 -0.1958
H -2.4658 0.7426 -0.3841
H -3.0787 -0.3573 0.8567
H -2.4016 2.5162 1.0042
H -2.2201 1.5258 2.3719
H 2.4046 -1.9802 -1.0833
H 3.8307 -1.9132 -2.2569
H 1.8385 -0.6649 -2.3714
H 4.0552 -1.5064 -0.5725

Atoms 1-2, force components in eV/Å:
C -0.2 1.0 1.2
N 1.0 0.2 -0.9

gap between HOMO and LUMO = 3.775 eV

Mulliken population analysis, charges in e, atoms 1 to 6: atom 1 (C): -0.629, atom 2 (N): -0.386, atom 3 (C): -0.240, atom 4 (N): -0.643, atom 5 (C): -0.565, atom 6 (N): -0.475


6.
The following is a DFT calculation (ωB97M-V/def2-TZVPD) of a 8-piece molecular cluster, C24H72O32P8 overall.

CARTESIAN COORDINATES (ANGSTROEM)
C 4.8304 0.1616 0.7408
O 5.4898 0.5412 1.9446
P 6.6593 1.6669 1.8531
O 6.5504 2.7123 0.8369
O 6.7641 2.2674 3.3956
C 7.3360 3.6007 3.7179
O 8.0436 0.8459 1.7356
C 8.3648 -0.2500 2.5720
H 5.1864 0.6412 -0.1709
H 3.7584 0.3275 0.8479
H 4.9816 -0.9149 0.6613
H 6.7476 4.3572 4.2370
H 7.6635 4.1421 2.8303
H 8.2022 3.3868 4.3440
H 7.4354 -0.6495 2.9780
H 9.0363 0.0120 3.3897
H 8.8613 -1.0018 1.9586
C 7.8243 -1.8336 -1.5497
O 7.4453 -1.3976 -2.8604
P 5.9841 -1.8429 -3.4025
O 4.8367 -1.6449 -2.4501
O 6.1625 -3.3460 -3.9843
C 7.3523 -3.6499 -4.6701
O 5.8021 -0.9276 -4.6952
C 4.5042 -0.8744 -5.3759
H 8.7586 -1.3650 -1.2407
H 7.9164 -2.9195 -1.5727
H 7.1305 -1.5239 -0.7682
H 7.9709 -2.8047 -4.9718
H 7.0994 -4.1773 -5.5899
H 7.8714 -4.4657 -4.1669
H 3.8179 -1.5794 -4.9069
H 4.5589 -1.2231 -6.4071
H 4.1601 0.1563 -5.2904
C 3.5408 -3.5544 -0.5386
O 2.8348 -3.6668 0.7110
P 2.2285 -5.0726 1.1035
O 3.3393 -6.0909 1.1992
O 1.0908 -5.3046 -0.0152
C 0.0369 -4.4239 -0.1517
O 1.3213 -4.8636 2.4623
C 0.7956 -6.0293 3.0541
H 3.7843 -4.4509 -1.1089
H 4.5073 -3.1166 -0.2891
H 2.9750 -2.7948 -1.0781
H 0.1122 -3.5852 0.5404
H -0.8840 -4.9767 0.0335
H 0.0251 -3.9222 -1.1193
H -0.2249 -5.8205 3.3751
H 1.3977 -6.1416 3.9558
H 0.7403 -6.9427 2.4618
C -1.1284 4.4934 0.7213
O -2.3226 4.8297 0.1191
P -3.6905 5.0391 1.0160
O -4.9661 5.2858 0.2746
O -3.7048 3.6636 1.8974
C -4.0144 2.4353 1.2894
O -3.3705 6.1648 2.1762
C -3.5357 7.5728 1.9493
H -1.1698 4.4235 1.8083
H -0.3094 5.2026 0.6008
H -0.6519 3.6608 0.2039
H -4.7344 2.5226 0.4757
H -4.4684 1.8259 2.0708
H -3.1337 1.8600 1.0037
H -3.0687 7.9526 1.0406
H -2.9903 8.0287 2.7756
H -4.5587 7.9403 2.0301
C -1.9968 -1.5947 6.7572
O -0.9124 -0.7706 6.2753
P -1.0963 0.4281 5.1591
O 0.0733 1.3731 4.9233
O -1.6321 -0.4761 3.8419
C -0.8481 -1.3980 3.0516
O -2.4598 1.1391 5.7205
C -2.8382 2.4251 5.2375
H -1.5504 -2.5494 7.0354
H -2.6915 -1.7542 5.9326
H -2.3762 -1.0902 7.6459
H 0.2219 -1.1904 3.0577
H -1.3067 -1.4739 2.0657
H -0.8681 -2.3460 3.5892
H -2.8872 3.1044 6.0885
H -3.8886 2.3731 4.9511
H -2.2290 2.7416 4.3908
C -7.4537 -2.2935 -2.1068
O -6.4392 -3.2439 -1.8244
P -4.9846 -2.7974 -1.2838
O -3.9627 -3.8706 -1.1216
O -4.6026 -1.5509 -2.2070
C -4.5154 -1.6766 -3.6636
O -5.4486 -1.9718 0.0528
C -6.1636 -2.7033 1.0797
H -7.1903 -1.2575 -1.8933
H -8.3789 -2.4856 -1.5635
H -7.6830 -2.3195 -3.1720
H -4.6247 -2.6738 -4.0901
H -3.5123 -1.3896 -3.9788
H -5.2139 -1.0083 -4.1671
H -6.3663 -3.7513 0.8588
H -7.1663 -2.2827 1.1556
H -5.7416 -2.6255 2.0816
C 1.1287 1.6301 1.8035
O 1.4089 1.4919 0.3779
P 0.5766 0.3145 -0.4196
O 0.9057 -1.0276 0.1022
O -1.0060 0.7707 -0.2959
C -2.0902 -0.0288 -0.8039
O 0.9469 0.5411 -1.9530
C 2.2049 -0.0495 -2.4289
H 0.1962 2.1222 2.0795
H 1.9419 2.2602 2.1637
H 1.1431 0.6919 2.3582
H -1.8162 -0.4685 -1.7630
H -2.9275 0.6682 -0.8390
H -2.3437 -0.7834 -0.0594
H 1.8311 -0.8631 -3.0504
H 2.8761 -0.4444 -1.6662
H 2.8268 0.6408 -2.9990
C -2.0139 2.6516 -3.3898
O -3.2893 2.2156 -2.9406
P -4.4830 2.0685 -4.0431
O -4.2023 1.2919 -5.2642
O -5.7287 1.4156 -3.2560
C -6.9449 1.3054 -3.9309
O -4.8906 3.5994 -4.2985
C -5.3460 4.4569 -3.3760
H -1.2045 1.9356 -3.2475
H -1.7538 3.4936 -2.7483
H -2.0476 2.9184 -4.4461
H -7.4269 0.3445 -3.7502
H -6.7382 1.2836 -5.0009
H -7.5830 2.1073 -3.5594
H -5.0543 5.4830 -3.6000
H -4.8848 4.1806 -2.4278
H -6.3871 4.1716 -3.2254

Atoms 1-2, force components in eV/Å:
C -0.6 -1.0 -0.4
O 1.6 1.9 0.6

gap between HOMO and LUMO = 10.314 eV

Mulliken population analysis, charges in e, atoms 1 to 6: atom 1 (C): -0.270, atom 2 (O): -0.262, atom 3 (P): 1.043, atom 4 (O): -0.693, atom 5 (O): -0.352, atom 6 (C): -0.697


What are the molecular weight values for these records? In order: 71.123, 94.113, 59.068, 318.130, 89.142, 1120.600 g/mol.
What are the ΔE to the lowest compared entry with this formula, charge and spin values for these records? In order: 4.902, 4.164, 5.267, 0.230, 8.934, 3.907 eV.
What are the total energy values for these records? In order: -5771.535, -8362.342, -5687.962, -47030.596, -7751.150, -165901.319 eV.